ORCA calculation (wB97M-V/def2-TZVPD) on 3 unconnected molecules or ions with the total composition C3H13NO2S at a distorted geometry.

Calculated values
* net charge: 0
* gap between HOMO and LUMO: 0.348 Eh
* SMILES string: C[C@@H](N)CS.O.O

XYZ file:
```
20
Properties=species:S:1:pos:R:3:forces:R:3:nbo_charge:R:1
C 1.098 -0.071 -0.421 0.8 1.6 2.5 -0.6483
C 1.114 -0.912 -1.675 0.9 0.0 -3.1 -0.0527
C 1.438 -0.158 -3.169 0.2 -1.9 0.3 -0.5398
S 0.088 0.759 -3.990 -0.6 0.0 0.8 -0.0631
N -0.162 -1.653 -1.892 0.9 3.1 -2.1 -0.8357
H 2.041 0.667 -0.155 -2.2 -1.9 -1.2 0.2206
H 1.097 -0.798 0.484 -0.2 1.2 -1.4 0.2152
H 0.148 0.571 -0.360 1.4 -0.9 -0.1 0.2173
H 2.001 -1.621 -1.659 -1.3 0.5 0.2 0.1996
H 2.341 0.513 -3.086 -1.1 -0.6 -0.1 0.2267
H 1.630 -0.983 -3.977 0.1 1.2 2.1 0.2262
H -0.915 -0.157 -3.771 0.8 0.5 -0.3 0.1284
H -0.353 -2.273 -1.195 -0.4 -2.1 2.4 0.3564
H -0.940 -0.965 -1.891 0.8 -0.6 0.1 0.3491
H -3.981 3.683 1.753 1.5 0.5 1.7 0.4767
H -2.786 4.501 2.463 -0.4 -0.2 -0.3 0.4740
O -3.392 3.756 2.573 -1.2 -0.3 -1.4 -0.9508
H 0.520 -1.399 6.823 1.9 0.6 0.4 0.4579
H -0.648 -1.766 6.109 -0.5 -0.2 0.8 0.4605
O -0.340 -1.694 7.035 -1.4 -0.4 -1.2 -0.9184
```
Forces are in eV/Å.

ORCA calculation (wB97M-V/def2-TZVPD) on a single C20H32N2O4S molecule.

Calculated values
* net charge: 0
* gap between HOMO and LUMO: 0.370 Eh
* SMILES string: CC(C)OCCCNC(=O)[C@H]1CC[C@H](CNS(=O)(=O)c2ccccc2)CC1

XYZ file:
```
59
Properties=species:S:1:pos:R:3:forces:R:3:nbo_charge:R:1
C -0.354 1.601 -3.207 -0.2 -0.4 0.0 -0.6466
H -0.673 1.665 -2.169 0.0 0.1 0.1 0.2220
H -0.918 2.319 -3.797 0.0 0.1 -0.1 0.2164
H 0.700 1.862 -3.256 0.2 0.1 0.0 0.2039
C -0.561 0.194 -3.772 0.4 0.1 -0.1 0.1104
C 0.112 0.056 -5.136 -0.3 -0.1 0.4 -0.6151
H -0.313 0.782 -5.824 0.0 0.1 -0.1 0.2124
H 1.182 0.225 -5.054 0.1 0.0 0.0 0.2015
H -0.063 -0.939 -5.536 0.0 -0.1 -0.1 0.2169
O -1.925 -0.137 -3.978 0.0 0.1 -0.2 -0.5426
C -2.702 -0.370 -2.828 -0.2 0.1 0.2 -0.0587
C -3.517 0.850 -2.388 0.2 -0.3 0.0 -0.4440
H -2.851 1.680 -2.160 0.0 0.0 -0.1 0.2321
H -4.173 1.151 -3.205 0.0 0.0 0.0 0.2116
C -4.362 0.561 -1.145 0.2 0.3 -0.2 -0.2181
N -3.566 0.081 -0.030 -0.3 -0.3 -0.1 -0.6239
C -2.594 0.825 0.548 -0.1 -0.7 0.5 0.6960
O -2.357 1.968 0.220 0.1 0.5 -0.2 -0.6370
C -1.812 0.084 1.628 0.2 0.4 -0.2 -0.3009
C -0.630 -0.637 0.966 -0.1 -0.3 0.2 -0.3873
C 0.220 -1.345 2.015 0.2 0.3 -0.2 -0.4011
C 0.744 -0.341 3.041 -0.3 -0.4 0.4 -0.2257
C -0.433 0.358 3.719 0.2 0.2 -0.3 -0.3862
C -1.301 1.065 2.683 -0.2 -0.2 0.1 -0.3957
H -2.150 1.546 3.171 0.0 0.1 0.0 0.2136
H -0.724 1.843 2.180 0.0 0.1 0.0 0.2213
H -1.033 -0.380 4.260 0.0 -0.1 0.1 0.1897
H -0.063 1.085 4.443 0.0 0.0 0.1 0.2135
C 1.655 -1.018 4.066 -0.5 0.6 0.0 -0.2248
N 2.812 -1.590 3.401 0.8 0.4 -0.3 -0.8681
S 3.941 -0.489 2.812 0.0 -0.5 0.2 2.3024
O 3.808 0.779 3.472 -0.3 0.0 -0.3 -0.9396
O 5.206 -1.163 2.857 -0.1 -0.2 -0.1 -0.9377
C 3.446 -0.325 1.102 0.1 0.1 0.5 -0.3463
C 3.056 0.903 0.605 0.0 0.1 0.1 -0.1418
C 2.657 1.000 -0.718 0.0 0.0 0.0 -0.2291
C 2.660 -0.128 -1.523 0.0 0.1 0.0 -0.1938
C 3.064 -1.354 -1.015 0.1 -0.1 0.1 -0.2015
C 3.461 -1.454 0.308 0.1 -0.1 -0.1 -0.1872
H 3.789 -2.388 0.736 0.0 -0.2 0.0 0.2378
H 3.070 -2.227 -1.650 0.0 -0.1 0.0 0.2204
H 2.350 -0.053 -2.555 0.0 0.0 -0.1 0.2172
H 2.344 1.953 -1.118 0.0 0.1 0.0 0.2253
H 3.073 1.760 1.260 0.0 0.1 0.0 0.2393
H 3.300 -2.273 3.961 0.3 -0.1 0.0 0.4105
H 1.118 -1.824 4.573 0.1 0.0 0.0 0.2029
H 1.968 -0.274 4.810 -0.1 -0.1 0.0 0.2050
H 1.341 0.414 2.524 -0.1 0.1 0.0 0.2070
H -0.384 -2.099 2.527 0.0 -0.1 0.1 0.1910
H 1.058 -1.852 1.535 -0.1 -0.1 0.0 0.2237
H -0.018 0.096 0.435 0.0 0.1 -0.1 0.2119
H -0.996 -1.362 0.234 0.0 0.0 -0.1 0.2027
H -2.462 -0.659 2.105 0.0 0.0 0.0 0.1967
H -3.657 -0.887 0.230 0.1 0.1 0.1 0.3950
H -5.122 -0.192 -1.360 0.0 0.0 0.1 0.1976
H -4.855 1.489 -0.839 -0.1 -0.1 -0.1 0.2139
H -3.389 -1.186 -3.089 0.1 0.0 0.1 0.1753
H -2.060 -0.710 -2.002 0.0 0.0 -0.1 0.1618
H -0.122 -0.540 -3.071 -0.1 0.1 -0.1 0.1545
```
Forces are in eV/Å.

ORCA calculation (wB97M-V/def2-TZVPD) on a single H3NO3S molecule at a distorted geometry.

Calculated values
* net charge: 0
* gap between HOMO and LUMO: 0.336 Eh
* SMILES string: NSOOO

XYZ file:
```
8
Properties=species:S:1:pos:R:3:forces:R:3:nbo_charge:R:1
N -1.588 0.335 0.291 -0.9 -0.1 0.4 -0.9830
O 2.204 -0.066 -0.689 0.8 0.1 -3.4 -0.4296
O 1.508 0.180 0.432 -0.9 1.7 1.6 -0.0291
O 0.864 -0.933 0.752 -3.0 -1.9 -0.1 -0.3616
S -0.948 -1.005 -0.234 3.2 -1.0 0.5 0.5402
H -1.335 1.165 -0.215 -0.6 0.5 0.6 0.4072
H -2.238 0.226 1.073 0.5 1.1 -0.4 0.4123
H 1.532 0.097 -1.410 0.9 -0.3 0.8 0.4435
```
Forces are in eV/Å.